(1)
Formula: C47H35BrClMoN8OP
Source: OMol25
Level of theory: the ωB97M-V functional and the def2-TZVPD basis

```
95
Properties=species:S:1:pos:R:3:forces:R:3:lowdin_charge:R:1
Mo 0.314 -0.138 -0.630 0.0 0.5 0.0 1.41
C -1.594 0.951 -4.607 0.0 0.0 0.0 0.00
C -0.505 1.216 -5.416 0.0 0.0 0.0 0.00
C 0.747 1.266 -4.830 0.0 0.0 0.0 0.03
C 0.874 1.039 -3.471 0.0 -0.1 -0.1 -0.25
N -0.180 0.738 -2.688 -0.1 0.0 0.1 -0.09
C -1.387 0.704 -3.264 0.0 0.0 0.0 -0.13
C 2.148 1.189 -2.759 0.0 -0.1 0.0 -0.18
C 3.313 1.680 -3.330 0.0 0.0 0.0 0.04
C 4.424 1.856 -2.529 0.0 0.0 0.0 0.01
C 4.342 1.555 -1.179 0.0 0.0 0.0 0.04
C 3.155 1.053 -0.673 0.0 0.1 0.0 -0.18
N 2.084 0.876 -1.462 -0.3 -0.1 0.1 0.03
C 2.946 0.764 0.757 0.0 0.1 0.0 -0.21
C 3.972 0.754 1.683 0.0 0.1 0.0 0.03
C 3.673 0.545 3.020 0.0 0.0 0.0 0.00
C 2.353 0.373 3.390 0.0 0.0 0.0 0.00
C 1.385 0.372 2.401 0.0 0.1 0.0 -0.11
N 1.667 0.549 1.112 0.0 -0.3 0.0 -0.03
H -2.599 0.909 -5.001 0.0 0.0 0.0 0.13
H -0.623 1.386 -6.477 0.0 0.0 0.0 0.13
H 1.618 1.481 -5.430 0.0 0.0 0.0 0.12
H -2.223 0.458 -2.634 0.0 0.0 0.0 0.10
H 3.351 1.938 -4.377 0.0 0.0 0.0 0.12
H 5.343 2.245 -2.946 0.0 0.0 0.0 0.13
H 5.189 1.720 -0.532 0.0 0.0 0.0 0.12
H 4.995 0.899 1.370 0.0 0.0 0.0 0.12
H 4.464 0.519 3.758 0.0 0.0 0.0 0.13
H 2.064 0.222 4.420 0.0 0.0 0.0 0.13
H 0.346 0.227 2.653 0.0 0.0 0.0 0.11
N -2.037 1.887 0.643 -0.1 0.1 -0.1 -0.10
P -0.472 2.259 0.126 0.2 -0.1 -0.1 1.03
C -0.700 3.739 -0.916 -0.1 0.1 0.0 -0.32
C -0.232 3.900 -2.214 0.1 0.0 0.0 -0.08
C -0.474 5.078 -2.912 0.0 0.0 0.0 -0.05
C -1.196 6.102 -2.324 0.0 0.0 0.0 -0.05
C -1.661 5.959 -1.021 0.0 0.0 0.0 -0.05
C -1.405 4.795 -0.322 0.0 0.0 0.0 -0.09
C 0.261 3.044 1.583 -0.1 0.0 0.1 -0.38
C -0.338 2.996 2.837 0.0 0.0 0.0 -0.10
C 0.267 3.620 3.921 0.0 0.0 0.0 -0.06
C 1.475 4.280 3.757 0.0 0.0 0.0 -0.05
C 2.074 4.334 2.502 0.0 0.0 0.0 -0.05
C 1.465 3.727 1.417 0.0 0.0 0.0 -0.09
C -2.715 0.809 0.110 0.0 0.0 0.1 -0.39
C -4.100 0.748 0.287 0.0 0.0 0.0 0.01
C -4.785 -0.368 -0.127 0.0 0.0 0.0 -0.01
C -4.065 -1.408 -0.707 0.0 0.0 0.0 -0.04
C -2.713 -1.264 -0.872 0.0 -0.1 0.0 -0.18
N -2.008 -0.159 -0.502 -0.1 0.0 0.1 -0.07
H -2.637 2.643 0.949 0.0 0.0 0.0 0.11
H 0.340 3.127 -2.698 0.0 0.0 0.0 0.07
H -0.096 5.188 -3.919 0.0 0.0 0.0 0.11
H -1.388 7.015 -2.871 0.0 0.0 0.0 0.12
H -2.208 6.762 -0.547 0.0 0.0 0.0 0.12
H -1.736 4.728 0.709 0.0 0.0 0.0 0.11
H -1.271 2.466 2.982 0.0 0.0 0.0 0.10
H -0.209 3.591 4.892 0.0 0.0 0.0 0.12
H 1.945 4.766 4.601 0.0 0.0 0.0 0.12
H 3.006 4.866 2.369 0.0 0.0 0.0 0.12
H 1.922 3.803 0.435 0.0 0.0 0.0 0.11
H -4.606 1.578 0.761 0.0 0.0 0.0 0.13
H -5.856 -0.435 0.008 0.0 0.0 0.0 0.13
H -4.533 -2.328 -1.027 0.0 0.0 0.0 0.05
H -2.136 -2.053 -1.323 0.0 0.0 0.0 0.00
Br -4.448 -5.088 -1.433 0.0 -0.1 0.0 0.80
C -2.999 -5.619 -0.333 0.0 0.0 0.0 -0.67
C -1.710 -5.586 -0.846 0.0 0.0 0.0 -0.11
C -0.647 -5.942 -0.031 0.0 0.0 0.0 -0.01
C -0.885 -6.324 1.287 0.1 0.0 -0.1 -0.27
C -2.186 -6.436 1.755 0.0 0.0 0.1 -0.03
C -3.253 -6.059 0.955 0.0 0.0 0.0 -0.11
N 0.141 -6.716 2.217 0.2 0.0 0.1 0.10
N 1.182 -6.067 2.393 -0.1 -0.1 0.0 0.10
C 1.390 -4.817 1.727 -0.2 0.1 0.0 -0.23
C 2.543 -4.620 1.019 0.0 -0.1 0.0 0.01
C 2.764 -3.442 0.279 0.1 0.0 -0.1 0.04
C 1.800 -2.469 0.254 -0.1 0.1 -0.1 -0.36
O 1.886 -1.347 -0.456 0.3 -0.2 0.1 -0.35
C 0.642 -2.628 1.040 -0.1 0.0 0.1 -0.16
N -0.236 -1.580 0.995 0.3 -0.1 -0.1 -0.02
C -1.238 -1.586 1.855 -0.1 -0.1 0.0 -0.12
C -1.453 -2.625 2.768 0.0 0.0 0.0 0.00
C -0.634 -3.723 2.752 0.0 0.0 -0.1 0.04
C 0.447 -3.759 1.849 0.1 0.1 -0.1 -0.09
H -1.534 -5.288 -1.870 0.0 0.0 0.0 0.10
H 0.355 -5.920 -0.434 0.1 0.0 0.0 0.12
H -2.355 -6.810 2.757 0.0 0.0 0.0 0.13
H -4.268 -6.123 1.321 0.0 0.0 0.0 0.11
H 3.277 -5.415 0.997 0.0 0.0 0.0 0.13
H 3.670 -3.319 -0.298 0.0 0.0 0.0 0.13
H -1.914 -0.743 1.841 0.0 0.0 0.0 0.11
H -2.281 -2.551 3.459 0.0 0.0 0.0 0.12
H -0.793 -4.546 3.436 0.0 0.0 0.0 0.13
Cl -0.097 -1.993 -2.165 0.0 -0.1 -0.1 0.25
```
Forces are in eV/Å.

Results
energy relative to the best compared isomer or geometry (same formula, charge and spin) = 0.0 kcal/mol
frontier orbital gap = 6.1 eV
energy = -5768.74343 hartree
molecular weight = 970.1 Da
net charge = +2
HOMO energy = -12.127 eV
LUMO = -6.0 eV

=====

(2)
Formula: C39H42CoGeN3S2
Source: OMol25
Level of theory: the ωB97M-V functional and the def2-TZVPD basis

```
88
Properties=species:S:1:pos:R:3:forces:R:3:mulliken_spin:R:1
Co 1.009 1.539 0.098 -0.2 0.3 0.1 1.85
C -0.108 0.742 3.000 0.0 -0.2 -0.2 0.00
N 0.469 1.844 2.206 0.1 0.4 -0.1 0.02
C -0.528 2.905 1.975 -0.2 0.1 -0.1 0.00
C -1.600 2.426 1.008 0.1 0.0 0.2 -0.01
N -0.999 2.045 -0.308 -0.1 -0.1 0.0 0.03
C -1.678 0.892 -0.954 -0.2 -0.1 -0.2 -0.05
C -1.130 3.166 -1.251 0.1 0.2 -0.2 0.02
C -2.384 3.669 -1.583 -0.1 0.0 0.0 0.00
C -2.505 4.730 -2.461 -0.1 0.0 0.0 0.01
C -1.366 5.290 -3.028 0.1 0.0 0.0 0.00
C -0.121 4.783 -2.715 -0.1 0.0 0.0 0.01
C 0.010 3.714 -1.823 -0.1 -0.1 0.0 -0.03
S 1.580 3.096 -1.387 0.1 0.0 0.3 0.11
C 1.662 2.332 2.891 0.2 0.0 0.0 0.02
C 1.587 2.885 4.164 -0.1 0.0 0.0 0.00
C 2.734 3.242 4.850 0.0 0.0 0.1 0.01
C 3.976 3.036 4.261 0.0 0.0 0.0 -0.01
C 4.060 2.506 2.988 0.0 0.0 0.0 0.02
C 2.905 2.155 2.282 -0.2 0.1 0.0 0.00
S 3.079 1.497 0.674 0.4 -0.3 0.0 -0.07
H -0.544 1.118 3.930 0.0 0.0 0.0 0.00
H 0.681 0.039 3.251 0.0 0.0 0.0 0.00
H -0.882 0.209 2.449 0.0 0.1 0.0 -0.01
H -0.010 3.776 1.567 0.0 0.0 0.0 0.00
H -1.012 3.207 2.913 0.0 0.0 0.0 0.00
H -2.320 3.232 0.879 -0.1 0.0 0.0 0.00
H -2.127 1.566 1.415 0.0 0.0 -0.1 0.00
H -2.617 1.225 -1.392 0.1 0.0 0.0 0.00
H -1.147 -0.335 0.555 0.0 0.0 -0.1 -0.01
H -1.028 0.571 -1.780 0.0 0.1 0.0 0.00
H -3.282 3.236 -1.157 0.0 0.0 0.0 0.00
H -3.486 5.117 -2.707 0.0 0.0 0.0 0.00
H -1.450 6.129 -3.707 0.0 0.0 0.0 0.00
H 0.773 5.205 -3.155 0.0 0.0 0.0 0.00
H 0.620 3.040 4.630 0.0 0.0 0.0 0.00
H 2.658 3.664 5.843 0.0 0.0 0.0 0.00
H 4.879 3.293 4.800 0.0 0.0 0.0 0.00
H 5.019 2.348 2.511 0.0 0.0 0.0 0.00
C -1.384 -4.871 0.755 0.0 0.0 0.0 0.00
C -2.095 -3.817 0.208 -0.1 0.0 0.0 0.00
C -1.525 -2.567 -0.040 0.0 -0.1 0.0 -0.01
C -0.145 -2.410 0.215 0.2 0.3 0.1 0.02
C 0.550 -3.491 0.765 0.0 0.0 0.0 0.00
C -0.049 -4.705 1.058 0.0 0.0 0.0 0.00
Ge 1.125 -0.888 -0.326 0.3 -1.0 -0.1 0.13
C 1.334 -1.252 -2.265 -0.1 0.3 0.2 -0.03
C 0.878 -2.441 -2.830 0.0 0.0 0.0 0.00
C 1.213 -2.778 -4.134 0.0 -0.1 0.0 0.00
C 2.005 -1.928 -4.893 0.0 0.0 0.0 0.00
C 2.440 -0.726 -4.352 0.0 0.0 -0.1 0.00
C 2.099 -0.390 -3.050 0.0 0.0 0.0 0.01
C 2.862 -1.594 0.392 -0.3 0.2 0.0 0.02
C 3.925 -1.942 -0.431 -0.1 0.1 -0.1 -0.01
C 5.151 -2.316 0.108 0.1 -0.1 0.0 0.00
C 5.334 -2.349 1.481 0.0 0.0 0.0 0.00
C 4.275 -2.025 2.320 -0.1 0.0 0.0 0.01
C 3.057 -1.659 1.774 0.0 0.1 0.0 -0.01
H -1.885 -5.815 0.931 0.0 0.0 0.0 0.00
H -3.125 -4.009 -0.031 0.0 0.1 0.1 0.00
H -2.055 -1.398 -1.722 0.0 0.1 0.0 0.00
H 1.608 -3.390 0.947 0.0 -0.1 0.0 0.00
H 0.532 -5.505 1.499 0.0 0.0 0.0 0.00
H 0.267 -3.115 -2.239 0.0 -0.1 0.0 0.00
H 0.859 -3.711 -4.556 0.0 0.0 0.0 0.00
H 2.283 -2.203 -5.903 0.0 0.0 0.0 0.00
H 3.047 -0.053 -4.946 0.0 0.0 0.0 0.00
H 2.431 0.558 -2.636 0.0 0.0 0.0 0.00
H 3.807 -1.911 -1.508 0.0 0.0 0.0 0.00
H 5.970 -2.582 -0.550 0.0 0.0 0.0 0.00
H 6.291 -2.632 1.901 0.0 0.0 0.0 0.00
H 4.399 -2.046 3.396 0.0 0.0 0.0 0.00
H 2.231 -1.416 2.433 0.0 0.0 0.1 0.00
C -4.461 -1.790 0.769 0.1 0.0 -0.1 0.00
C -3.908 -1.568 -0.648 0.0 0.0 0.0 0.00
C -4.367 -2.627 -1.666 0.1 0.0 0.0 0.00
C -4.550 -0.253 -1.123 0.1 -0.1 0.0 0.00
C -2.348 -1.429 -0.658 -0.3 0.0 -0.1 0.00
N -1.965 -0.165 -0.018 0.2 -0.1 0.2 -0.02
H -5.550 -1.710 0.753 0.0 0.0 0.0 0.00
H -4.072 -1.009 1.426 0.0 0.0 0.0 0.00
H -4.204 -2.749 1.206 0.0 -0.1 0.0 0.00
H -5.422 -2.861 -1.515 0.0 0.0 0.0 0.00
H -3.802 -3.555 -1.630 -0.1 0.0 -0.1 0.00
H -4.254 -2.228 -2.677 0.0 0.0 0.0 0.00
H -5.632 -0.389 -1.181 0.0 0.0 0.0 0.00
H -4.200 0.022 -2.121 0.0 0.1 0.0 0.00
H -4.353 0.557 -0.421 0.0 0.0 0.0 0.00
```
Forces are in eV/Å.

Results
energy relative to the best compared isomer or geometry (same formula, charge and spin) = 8.9 kcal/mol
spin multiplicity = 3
frontier orbital gap (spin up / spin down) = 6.2 / 6.9 eV
energy = -5931.64956 hartree
molecular weight = 748.5 Da
HOMO energy (spin up / spin down) = -7.178 / -7.477 eV
LUMO (spin up / spin down) = -0.9 / -0.5 eV